No. 1
A single C7H13NO3 molecule at a distorted geometry, computed with the ωB97M-V functional and the def2-TZVPD basis.

```
24
Properties=species:S:1:pos:R:3:forces:R:3:mulliken_charge:R:1
C -1.5625 1.4435 0.0241 1.493 -0.915 2.305 0.57
C 0.9220 1.3112 0.1235 -0.309 -1.445 -0.788 1.12
C -0.5658 -0.8598 0.2314 0.646 2.921 -3.374 0.49
C 1.5163 1.3641 1.5036 -0.994 -1.379 -1.349 -1.62
C 1.8352 1.4020 -1.0704 -0.979 0.080 -1.943 -1.25
C -0.2588 -1.7042 -0.9156 -0.992 -2.013 -1.188 -1.31
C -2.9936 -0.5166 -0.1018 -0.552 0.492 -0.338 -1.05
N -1.6004 0.0358 0.1774 -3.601 1.054 0.065 0.12
O -2.4666 2.2043 0.2288 -0.357 -0.575 -1.017 -0.59
O -0.3133 1.9111 -0.1181 0.913 1.632 -0.242 -0.36
O -0.0823 -1.2674 1.3592 0.590 -1.270 3.424 -0.54
H 2.4111 1.9446 1.5422 1.104 -0.283 -0.034 0.39
H 1.5032 0.3428 1.9357 0.950 0.410 -0.166 0.30
H 0.8656 1.8901 2.1023 -1.762 1.342 1.529 0.49
H 2.7393 0.7116 -0.9693 -1.314 0.928 -0.248 0.29
H 2.2007 2.4874 -1.3076 -0.545 -1.751 0.550 0.32
H 1.1232 1.1038 -1.9979 2.052 0.505 1.790 0.27
H 0.4319 -2.4244 -0.5202 0.802 -0.373 -0.327 0.43
H 0.1363 -1.1897 -1.7972 0.088 0.104 0.300 0.22
H -1.1018 -2.3844 -1.3333 0.757 1.235 0.831 0.30
H -2.9968 -1.5205 0.2866 0.239 -0.685 -0.373 0.43
H -3.8970 -0.0916 0.5012 2.010 0.183 -1.301 0.26
H -3.1511 -0.4955 -1.2478 -0.169 -0.086 2.000 0.29
H -0.3337 -0.6697 2.0775 -0.069 -0.109 -0.104 0.43
```
Forces are in eV/Å.

Output
Kohn-Sham gap (spin up / spin down) = 7.944 / 7.541 eV
Energy above the lowest of the compared OMol25 structures with the same formula, charge and spin = 114.1 kcal per mole

No. 2
A single C17H15N3O3 molecule, computed with the ωB97M-V functional and the def2-TZVPD basis.

```
38
Properties=species:S:1:pos:R:3:forces:R:3:mulliken_charge:R:1
C 3.3569 0.7778 1.1216 -0.079 -0.097 -0.045 -1.44
C 2.4103 -0.4171 1.1881 0.144 0.011 0.321 0.20
C 1.3656 -0.3007 2.3214 0.504 -0.044 -0.311 0.17
O 1.2669 -1.1517 3.1763 -0.014 -0.323 0.224 -0.67
N 0.6261 0.8214 2.2734 -0.226 0.490 -0.007 -0.05
C -0.5816 0.9874 3.0589 -0.011 -0.002 0.170 -1.22
C -1.7601 1.0522 2.1202 0.082 0.274 0.035 0.84
C -1.9694 2.1749 1.3228 -0.179 -0.121 0.024 -0.34
C -3.0121 2.1576 0.4134 0.039 -0.040 0.037 -0.44
C -3.8103 1.0267 0.3337 0.045 0.024 0.024 -0.45
C -3.5238 -0.0345 1.1782 -0.268 0.046 -0.289 -0.29
N -2.5253 -0.0255 2.0429 0.190 -0.332 0.357 -0.51
N 1.7448 -0.6535 -0.0872 0.153 -0.016 0.319 0.29
C 1.8766 -1.8822 -0.7466 0.143 -0.220 0.029 0.45
O 2.5564 -2.7952 -0.3641 -0.069 -0.020 -0.083 -0.65
C 1.0472 -1.7692 -1.9682 -0.420 0.396 -0.399 -0.10
C 0.7950 -2.6770 -2.9749 0.062 0.067 0.134 -0.46
C -0.0393 -2.2718 -4.0130 0.067 -0.105 0.039 -0.48
C -0.5958 -1.0023 -4.0335 -0.030 0.120 0.030 -0.55
C -0.3388 -0.0865 -3.0175 0.094 0.015 0.143 -0.37
C 0.4889 -0.4894 -1.9909 0.031 -0.622 -0.352 0.17
C 0.9468 0.2322 -0.7827 -0.016 0.269 0.014 0.63
O 0.6917 1.3718 -0.4556 0.004 0.007 -0.231 -0.72
H 3.8155 0.9262 2.0955 0.061 0.028 0.080 0.41
H 4.1413 0.5884 0.3913 0.052 -0.011 -0.035 0.43
H 2.8324 1.6861 0.8374 0.028 0.067 0.009 0.24
H 2.9795 -1.3332 1.3881 -0.237 0.235 0.003 0.49
H 0.7032 1.4182 1.4571 0.127 -0.225 0.065 0.24
H -0.6719 0.1221 3.7180 -0.039 0.182 -0.057 0.44
H -0.5084 1.9055 3.6514 -0.045 -0.113 0.020 0.35
H -1.3268 3.0374 1.4128 0.081 0.098 0.013 0.38
H -3.1989 3.0108 -0.2228 -0.014 0.056 -0.040 0.41
H -4.6328 0.9709 -0.3624 -0.076 -0.023 -0.041 0.40
H -4.1163 -0.9401 1.1636 -0.108 -0.031 -0.075 0.40
H 1.2305 -3.6635 -2.9514 0.045 -0.103 0.002 0.50
H -0.2571 -2.9592 -4.8166 -0.023 -0.051 -0.064 0.40
H -1.2396 -0.7184 -4.8524 -0.050 0.014 -0.066 0.40
H -0.7672 0.9036 -3.0263 -0.045 0.101 0.003 0.51
```
Forces are in eV/Å.

Output
Kohn-Sham gap = 8.742 eV
Energy above the lowest of the compared OMol25 structures with the same formula, charge and spin = 5.2 kcal per mole
SMILES string = C[C@@H](C(=O)NCc1ccccn1)N1C(=O)c2ccccc2C1=O